Entry from the Open Molecules 2025 dataset: one molecule with the formula C26H28ClN3O7 (the ωB97M-V functional and the def2-TZVPD basis).

Computed properties:
spin multiplicity	1
strongest force on any atom	0.9	eV Å⁻¹
HOMO-LUMO gap	8.585	eV
lowest unoccupied orbital energy	0.0145	hartree

CARTESIAN COORDINATES (ANGSTROEM)
C  -2.37997  -4.44885  0.29490
O  -3.10854  -3.36707  0.82585
C  -2.88196  -2.11818  0.31237
C  -1.98421  -1.86878  -0.70417
C  -1.77321  -0.58449  -1.20847
C  -0.78255  -0.39059  -2.25075
O  -0.11370  -1.27845  -2.74524
N  -0.64160  0.92420  -2.67530
C  0.48293  1.21311  -3.55140
C  1.70823  1.59492  -2.70445
C  1.84787  0.58700  -1.57214
O  1.26220  0.72299  -0.51266
N  2.63360  -0.46966  -1.84740
C  2.75677  -1.58949  -0.94733
C  4.17428  -1.69664  -0.34820
C  4.48638  -0.52375  0.58287
C  3.90818  -1.01640  1.90789
C  4.12212  -2.53103  1.82014
O  4.28094  -2.86290  0.44594
C  -1.31602  2.01167  -2.16565
O  -1.11200  3.13529  -2.58355
N  -2.24873  1.76583  -1.18699
C  -2.93499  2.91060  -0.62422
C  -2.55351  3.15683  0.83484
O  -3.38436  3.44162  1.66269
C  -1.11514  2.99507  1.14998
C  -0.75973  2.27129  2.28595
C  0.56835  2.09056  2.61581
C  1.54580  2.66915  1.82200
Cl  3.20423  2.47180  2.23792
C  1.20931  3.41558  0.70423
C  -0.11953  3.56545  0.36062
C  -2.47317  0.50055  -0.67703
C  -3.38232  0.25531  0.34551
C  -3.60263  -1.02257  0.84983
O  -4.52189  -1.05560  1.83981
C  -4.89836  -2.25622  2.48058
H  -2.59152  -4.59230  -0.76884
H  -2.71573  -5.32259  0.85143
H  -1.30346  -4.31761  0.43836
H  -1.40235  -2.65685  -1.15329
H  0.67535  0.30676  -4.12846
H  0.20550  2.03629  -4.21124
H  1.53361  2.57807  -2.26595
H  2.59876  1.62465  -3.33115
H  3.02714  -0.56990  -2.76881
H  2.51768  -2.51763  -1.47278
H  2.02780  -1.43798  -0.14884
H  4.89984  -1.79168  -1.16540
H  5.56476  -0.38280  0.66250
H  4.02757  0.40107  0.24350
H  2.84649  -0.77644  1.96263
H  4.40735  -0.58258  2.77093
H  5.03459  -2.83878  2.34503
H  3.27916  -3.09685  2.23019
H  -4.01895  2.78547  -0.70060
H  -2.63738  3.77941  -1.22199
H  -1.53796  1.83626  2.89483
H  0.84693  1.51187  3.48269
H  1.98498  3.86842  0.10635
H  -0.37746  4.14533  -0.51208
H  -3.95660  1.04208  0.80311
H  -5.64814  -1.95814  3.21305
H  -4.05471  -2.72347  2.99114
H  -5.33629  -2.96817  1.77892

These are the Mulliken partial charges, in e, on atoms 1 to 2:
1 C -0.924
2 O -0.521

---

Entry from the Open Molecules 2025 dataset: a 2-piece molecular cluster, C9H16NO2P overall at a distorted geometry (the ωB97M-V functional and the def2-TZVPD basis).

Computed properties:
spin multiplicity	1
strongest force on any atom	2.1	eV Å⁻¹
HOMO-LUMO gap	4.425	eV
lowest unoccupied orbital energy	-0.0488	hartree

CARTESIAN COORDINATES (ANGSTROEM)
C  0.42189  2.83811  -0.29411
P  0.06554  2.86355  1.47032
O  -1.54908  2.99213  1.55317
N  0.47243  1.09230  1.77972
C  1.70442  0.68536  1.45335
C  2.07498  -0.63132  1.63202
C  1.14018  -1.51488  2.13533
C  -0.12759  -1.07849  2.47101
C  -0.44235  0.25124  2.27803
H  0.06562  1.85025  -0.65797
H  -0.11304  3.62581  -0.80975
H  1.49544  2.86587  -0.45488
H  -1.98545  2.35709  0.95695
H  2.39508  1.40298  1.04444
H  3.07962  -0.91560  1.37047
H  1.38735  -2.55695  2.26885
H  -0.88033  -1.74494  2.85573
H  -1.41399  0.66107  2.49936
C  0.36379  -1.44584  -2.81923
C  -0.58311  -0.83071  -1.77026
C  -1.86259  -1.68922  -1.71717
O  -0.89317  0.44424  -2.11876
H  -0.09720  -1.43540  -3.80807
H  1.29976  -0.88407  -2.86849
H  0.61655  -2.49013  -2.57706
H  -0.07122  -0.98656  -0.76919
H  -2.37069  -1.68442  -2.68261
H  -2.55286  -1.30457  -0.96150
H  -1.63995  -2.73689  -1.45968

These are the Mulliken partial charges, in e, on atoms 1 to 2:
1 C -0.556
2 P 0.039

---

Entry from the Open Molecules 2025 dataset: a 2-piece molecular cluster, C6H10N2O overall at a distorted geometry (the ωB97M-V functional and the def2-TZVPD basis).

Computed properties:
spin multiplicity	1
strongest force on any atom	6.7	eV Å⁻¹
HOMO-LUMO gap	9.166	eV
lowest unoccupied orbital energy	0.0166	hartree

CARTESIAN COORDINATES (ANGSTROEM)
C  1.28596  -0.49876  1.42100
C  0.12199  0.17701  0.86710
C  -0.20618  1.64951  1.36986
C  0.07419  2.17047  -0.01679
C  -0.63595  -1.31149  -0.90792
C  -1.07579  -0.81287  0.59302
H  1.03478  -1.00394  2.40734
H  1.77725  0.66642  1.56627
H  1.73200  -1.07769  0.65095
H  -1.34109  1.88521  1.40652
H  0.16398  2.32978  2.23382
H  -0.69374  2.57347  -0.66163
H  1.05199  2.87276  -0.22006
H  1.16648  -0.88995  -1.79351
H  -1.17532  -1.65830  1.16111
H  -1.87037  -0.09656  0.67032
N  0.68889  0.68959  -0.52735
N  0.02608  -0.01848  -1.53544
O  -0.52951  -2.31777  -1.61740

These are the Mulliken partial charges, in e, on atoms 1 to 2:
1 C -1.097
2 C 1.047

---

Entry from the Open Molecules 2025 dataset: a 2-piece molecular cluster, C4H14NOS overall at a distorted geometry (the ωB97M-V functional and the def2-TZVPD basis).

Computed properties:
spin multiplicity	1
strongest force on any atom	1.7	eV Å⁻¹
HOMO-LUMO gap	9.080	eV
lowest unoccupied orbital energy	-0.1231	hartree
charge	+1

CARTESIAN COORDINATES (ANGSTROEM)
C  -0.56604  1.28967  1.26392
C  -0.27809  0.45910  0.00705
C  1.16130  0.02603  -0.26903
C  2.22476  0.55797  0.70322
S  2.37376  -0.38923  2.23745
N  -1.22257  -0.75336  -0.03790
H  -1.64532  1.45276  1.31513
H  -0.18541  2.29749  1.08934
H  -0.14308  0.90604  2.18485
H  -0.63286  1.05484  -0.83583
H  1.26037  -1.06414  -0.34734
H  1.40441  0.32849  -1.29183
H  2.05359  1.63227  0.77797
H  3.19570  0.42999  0.22699
H  1.10276  -0.82607  2.28047
H  -0.93484  -1.51025  0.57336
H  -1.29736  -0.98856  -1.05738
H  -2.16525  -0.43750  0.19385
H  -2.30142  -0.82873  -2.95501
H  -1.65833  -2.08405  -3.43007
O  -1.74609  -1.55276  -2.62921

These are the Mulliken partial charges, in e, on atoms 1 to 2:
1 C -1.424
2 C 0.335

---

Copy entry 1 word for word.
Entry from the Open Molecules 2025 dataset: one molecule with the formula C26H28ClN3O7 (the ωB97M-V functional and the def2-TZVPD basis).

Computed properties:
spin multiplicity	1
strongest force on any atom	0.9	eV Å⁻¹
HOMO-LUMO gap	8.585	eV
lowest unoccupied orbital energy	0.0145	hartree

CARTESIAN COORDINATES (ANGSTROEM)
C  -2.37997  -4.44885  0.29490
O  -3.10854  -3.36707  0.82585
C  -2.88196  -2.11818  0.31237
C  -1.98421  -1.86878  -0.70417
C  -1.77321  -0.58449  -1.20847
C  -0.78255  -0.39059  -2.25075
O  -0.11370  -1.27845  -2.74524
N  -0.64160  0.92420  -2.67530
C  0.48293  1.21311  -3.55140
C  1.70823  1.59492  -2.70445
C  1.84787  0.58700  -1.57214
O  1.26220  0.72299  -0.51266
N  2.63360  -0.46966  -1.84740
C  2.75677  -1.58949  -0.94733
C  4.17428  -1.69664  -0.34820
C  4.48638  -0.52375  0.58287
C  3.90818  -1.01640  1.90789
C  4.12212  -2.53103  1.82014
O  4.28094  -2.86290  0.44594
C  -1.31602  2.01167  -2.16565
O  -1.11200  3.13529  -2.58355
N  -2.24873  1.76583  -1.18699
C  -2.93499  2.91060  -0.62422
C  -2.55351  3.15683  0.83484
O  -3.38436  3.44162  1.66269
C  -1.11514  2.99507  1.14998
C  -0.75973  2.27129  2.28595
C  0.56835  2.09056  2.61581
C  1.54580  2.66915  1.82200
Cl  3.20423  2.47180  2.23792
C  1.20931  3.41558  0.70423
C  -0.11953  3.56545  0.36062
C  -2.47317  0.50055  -0.67703
C  -3.38232  0.25531  0.34551
C  -3.60263  -1.02257  0.84983
O  -4.52189  -1.05560  1.83981
C  -4.89836  -2.25622  2.48058
H  -2.59152  -4.59230  -0.76884
H  -2.71573  -5.32259  0.85143
H  -1.30346  -4.31761  0.43836
H  -1.40235  -2.65685  -1.15329
H  0.67535  0.30676  -4.12846
H  0.20550  2.03629  -4.21124
H  1.53361  2.57807  -2.26595
H  2.59876  1.62465  -3.33115
H  3.02714  -0.56990  -2.76881
H  2.51768  -2.51763  -1.47278
H  2.02780  -1.43798  -0.14884
H  4.89984  -1.79168  -1.16540
H  5.56476  -0.38280  0.66250
H  4.02757  0.40107  0.24350
H  2.84649  -0.77644  1.96263
H  4.40735  -0.58258  2.77093
H  5.03459  -2.83878  2.34503
H  3.27916  -3.09685  2.23019
H  -4.01895  2.78547  -0.70060
H  -2.63738  3.77941  -1.22199
H  -1.53796  1.83626  2.89483
H  0.84693  1.51187  3.48269
H  1.98498  3.86842  0.10635
H  -0.37746  4.14533  -0.51208
H  -3.95660  1.04208  0.80311
H  -5.64814  -1.95814  3.21305
H  -4.05471  -2.72347  2.99114
H  -5.33629  -2.96817  1.77892

These are the Mulliken partial charges, in e, on atoms 1 to 2:
1 C -0.924
2 O -0.521

---

- Look up the HOMO-LUMO gap of the first one.
  8.585 eV